Record 1
The following is a quantum chemistry calculation of a cluster of 16 separate species, C36H72BBr4F4N18O32 in total at a distorted geometry, from the OMol25 dataset.

The geometry in XYZ format:
```
167
Properties=species:S:1:pos:R:3:forces:R:3:mulliken_charge:R:1
C 3.585 -1.562 -0.395 0.26 0.39 -0.08 -0.987
C 2.919 -2.378 0.172 0.08 -0.94 -1.01 -1.637
C 2.103 -3.550 0.532 -0.47 -0.04 1.37 3.141
C 1.414 -4.188 -0.655 0.91 0.11 -0.24 -1.745
C 0.698 -3.233 -1.584 -0.52 -0.35 -0.31 -1.468
C -0.819 -3.206 -1.377 -0.13 0.52 -0.66 0.785
F -1.249 -4.033 -0.429 -0.10 -0.54 0.24 -0.289
Br -1.706 -3.679 -3.090 -0.10 -0.18 0.17 -0.151
C -1.322 -1.802 -1.008 -0.39 -0.23 0.29 0.136
F -0.586 -1.338 -0.019 0.25 0.31 0.42 0.085
F -1.184 -0.964 -2.047 0.10 0.37 -0.35 -0.190
Br -3.178 -1.816 -0.435 -0.01 0.13 -0.08 -0.127
O 1.191 -3.124 1.495 -0.25 -0.01 -0.12 0.072
B 1.805 -3.258 2.875 -0.22 0.56 -0.43 -0.431
C 2.354 -1.877 3.605 -0.99 0.04 -0.69 1.153
C 1.440 -0.680 3.662 0.14 -0.22 -0.07 0.187
C 0.684 -0.358 4.774 -0.11 -0.36 0.46 0.156
C -0.140 0.747 4.839 -0.07 -0.23 0.30 -1.369
C -0.241 1.612 3.766 -0.12 0.32 0.33 0.723
C -1.141 2.823 3.831 0.29 -0.56 -0.60 -1.322
C 0.523 1.315 2.652 -0.05 0.25 -0.39 -1.068
C 1.340 0.200 2.592 0.00 -0.10 -0.11 -0.194
C 0.707 -4.178 3.700 0.94 -0.02 0.26 -0.516
Br -1.097 -3.422 3.477 0.02 -0.08 0.09 -0.265
C 1.114 -4.443 5.159 -0.80 0.34 -0.23 0.806
C 0.145 -4.081 6.260 0.70 -0.44 0.44 -1.460
Br 1.527 -6.374 5.381 0.17 -0.08 -0.05 -0.207
O 3.081 -3.984 2.515 0.42 -0.16 1.03 -0.776
C 3.018 -4.565 1.310 0.04 0.96 1.16 0.865
F 2.331 -5.794 1.518 -0.30 -0.28 -0.93 -0.494
C 4.420 -4.825 0.778 -0.29 -0.69 -0.24 -1.460
C 4.746 -6.256 0.372 0.63 -0.65 -0.45 1.200
N 3.843 -6.772 -0.649 0.25 0.39 -0.41 -0.656
N 4.850 -7.144 1.540 -0.21 -0.15 -0.05 -0.723
N 6.090 -6.206 -0.258 0.16 -0.19 0.27 -0.801
H 4.199 -0.868 -0.902 0.14 0.36 -0.04 0.794
H 2.208 -4.648 -1.241 0.11 0.00 -0.24 0.564
H 0.782 -4.995 -0.312 -0.19 -0.03 0.23 0.450
H 1.087 -2.224 -1.534 0.15 0.16 0.26 -0.176
H 0.862 -3.566 -2.597 0.07 -0.02 -0.27 0.856
H 2.702 -2.112 4.605 0.19 -0.02 0.03 0.204
H 3.198 -1.572 2.998 0.21 -0.16 0.06 -1.356
H 0.741 -0.992 5.644 0.03 -0.15 0.12 0.262
H -0.697 0.905 5.759 0.19 0.15 -0.36 0.678
H -0.812 3.581 3.121 0.03 0.00 0.41 0.445
H -2.140 2.522 3.518 -0.29 0.12 0.06 0.199
H -1.202 3.201 4.840 -0.03 0.25 0.18 0.421
H 0.472 1.999 1.813 0.08 0.04 -0.19 0.415
H 1.916 -0.006 1.704 0.14 0.02 -0.23 0.346
H 0.678 -5.131 3.197 -0.33 -0.13 -0.28 0.704
H 2.043 -3.925 5.351 0.38 -0.26 0.06 0.136
H -0.852 -4.463 6.109 -0.29 0.11 -0.22 0.421
H 0.513 -4.532 7.175 0.07 -0.03 0.24 0.583
H 0.158 -3.015 6.442 -0.31 0.34 -0.27 0.024
H 4.646 -4.208 -0.080 -0.10 0.24 -0.22 0.126
H 5.115 -4.572 1.566 0.11 0.10 0.21 0.447
H 3.659 -7.753 -0.516 -0.12 -0.08 0.10 0.255
H 2.976 -6.265 -0.691 -0.17 -0.18 0.16 0.155
H 3.941 -7.555 1.722 -0.18 0.35 0.40 0.259
H 5.442 -7.930 1.298 0.13 -0.02 -0.11 0.322
H 6.131 -6.933 -0.961 -0.16 0.04 -0.18 0.281
H 6.778 -6.472 0.439 0.11 0.27 0.12 0.299
C -4.256 0.634 7.156 0.29 0.06 0.03 -0.721
N -3.108 1.540 6.878 0.07 -0.24 0.18 1.010
O -2.012 1.199 7.281 -0.31 0.24 0.30 -0.611
O -3.342 2.558 6.264 -0.01 0.11 0.02 -0.555
H -3.885 -0.222 7.695 0.12 -0.15 -0.01 0.201
H -4.978 1.194 7.740 -0.05 0.08 -0.14 0.315
H -4.676 0.336 6.205 -0.05 0.09 -0.05 0.340
C -8.267 -1.811 7.651 -0.22 0.63 -0.13 -0.673
N -7.032 -1.087 7.242 -0.12 -0.19 0.07 0.908
O -7.132 0.056 6.844 -0.15 -0.01 -0.01 -0.545
O -5.992 -1.706 7.335 -0.03 0.03 0.04 -0.496
H -9.113 -1.145 7.518 0.07 0.08 -0.02 0.320
H -8.349 -2.678 7.017 0.06 -0.15 -0.01 0.285
H -8.147 -2.093 8.689 0.07 -0.16 0.00 0.227
C -7.898 -6.707 9.020 0.06 -0.09 0.12 -0.726
N -8.000 -5.233 9.198 0.06 -0.05 -0.03 0.833
O -7.843 -4.779 10.310 -0.02 0.03 0.06 -0.538
O -8.233 -4.573 8.205 -0.07 -0.38 0.11 -0.472
H -7.688 -7.153 9.984 0.01 0.05 0.03 0.300
H -8.848 -7.051 8.624 0.02 0.03 -0.10 0.284
H -7.094 -6.893 8.315 -0.05 0.02 -0.08 0.299
C -1.693 3.702 -0.787 0.35 -0.04 0.17 -0.718
N -2.217 4.395 0.412 -0.02 -0.13 0.06 0.941
O -1.462 4.541 1.345 -0.05 0.37 -0.11 -0.541
O -3.378 4.756 0.378 -0.02 0.06 -0.03 -0.579
H -0.659 3.438 -0.598 -0.01 -0.02 0.05 0.311
H -2.301 2.822 -0.935 -0.16 -0.14 -0.10 0.259
H -1.779 4.380 -1.621 -0.11 0.07 -0.03 0.328
C -3.573 2.782 -4.928 -0.04 -0.09 0.11 -0.842
N -2.463 3.770 -4.830 -0.08 -0.09 0.01 0.902
O -2.096 4.097 -3.726 0.04 0.08 -0.22 -0.560
O -1.997 4.188 -5.873 -0.05 0.00 -0.07 -0.497
H -3.876 2.509 -3.924 0.04 0.04 0.02 0.321
H -4.384 3.258 -5.470 0.04 -0.02 -0.08 0.298
H -3.194 1.922 -5.471 -0.01 0.04 -0.09 0.325
C -0.941 7.270 -6.372 0.22 0.03 0.02 -0.661
N -1.351 8.226 -7.438 0.04 0.06 0.10 0.960
O -0.530 9.017 -7.854 -0.08 0.09 0.07 -0.529
O -2.497 8.149 -7.830 -0.13 -0.02 -0.03 -0.561
H 0.097 7.448 -6.119 0.02 0.05 -0.06 0.297
H -1.587 7.442 -5.516 -0.09 -0.07 -0.04 0.331
H -1.082 6.267 -6.761 -0.09 -0.03 0.08 0.172
C 1.748 0.277 -3.128 -0.17 0.06 0.04 -0.506
N 3.019 0.995 -3.424 -0.05 -0.08 0.04 0.958
O 2.946 2.065 -3.989 0.01 0.09 -0.04 -0.590
O 4.049 0.454 -3.079 0.03 0.01 -0.02 -0.551
H 0.925 0.879 -3.494 0.04 0.03 -0.02 0.321
H 1.787 -0.683 -3.633 0.07 -0.05 0.09 0.283
H 1.689 0.143 -2.050 0.08 -0.10 -0.01 0.090
C 1.557 7.260 -9.057 0.17 0.04 -0.26 -0.440
N 2.416 6.046 -8.975 -0.01 0.05 -0.03 0.899
O 3.010 5.700 -9.973 0.04 -0.02 -0.02 -0.543
O 2.455 5.484 -7.901 -0.03 -0.03 0.04 -0.528
H 1.609 7.655 -10.064 0.01 -0.04 -0.03 0.326
H 0.549 6.952 -8.814 -0.03 -0.04 0.05 -0.013
H 1.931 7.977 -8.335 -0.07 -0.04 0.10 0.300
C -2.684 -2.279 9.897 0.03 -0.01 0.15 -0.853
N -2.010 -2.872 8.709 0.00 0.04 0.04 0.914
O -1.191 -3.745 8.903 -0.06 -0.05 0.20 -0.533
O -2.334 -2.434 7.630 -0.12 0.06 -0.07 -0.421
H -2.300 -2.762 10.787 0.03 -0.03 -0.02 0.340
H -2.459 -1.216 9.897 -0.06 0.02 -0.07 0.276
H -3.751 -2.451 9.782 0.00 0.08 -0.06 0.271
C -2.833 4.506 -9.268 -0.07 0.14 0.11 -0.642
N -3.088 3.229 -9.987 0.01 0.04 0.05 0.933
O -4.193 2.732 -9.885 -0.06 -0.01 -0.01 -0.551
O -2.173 2.766 -10.631 0.02 -0.01 -0.07 -0.535
H -3.735 4.792 -8.742 -0.03 -0.04 -0.01 0.294
H -2.017 4.330 -8.573 0.05 -0.02 -0.05 0.178
H -2.561 5.251 -10.010 0.08 -0.04 -0.02 0.320
C 6.770 -1.565 1.614 0.11 -0.21 0.08 -0.341
N 6.230 -0.869 2.813 0.07 -0.17 -0.16 0.963
O 6.986 -0.658 3.746 -0.04 0.00 0.02 -0.620
O 5.061 -0.574 2.769 0.15 0.38 0.12 -0.517
H 7.818 -1.779 1.779 0.02 0.06 0.07 0.286
H 6.193 -2.478 1.491 -0.11 0.08 -0.05 0.017
H 6.636 -0.905 0.766 -0.08 -0.01 -0.02 0.195
C -3.194 10.592 -10.356 0.05 -0.15 0.23 -0.554
N -2.567 9.860 -11.492 -0.03 0.04 0.06 0.905
O -1.977 8.829 -11.247 0.02 -0.06 -0.01 -0.494
O -2.692 10.349 -12.594 0.01 0.02 -0.05 -0.553
H -2.999 10.037 -9.445 0.04 -0.05 -0.03 0.138
H -2.746 11.580 -10.321 -0.05 0.04 -0.09 0.283
H -4.258 10.656 -10.560 0.01 0.08 -0.08 0.293
C 10.653 -1.233 -1.176 0.16 -0.06 0.00 -0.733
N 10.141 -0.529 0.032 0.05 -0.04 -0.08 0.847
O 10.918 -0.319 0.938 0.01 0.02 0.04 -0.519
O 8.970 -0.215 0.019 0.02 0.08 -0.02 -0.470
H 11.703 -1.451 -1.026 0.01 0.02 0.05 0.297
H 10.073 -2.145 -1.290 -0.08 0.04 -0.04 0.292
H 10.503 -0.573 -2.024 -0.10 -0.02 -0.01 0.288
C -4.814 2.074 -13.205 0.05 -0.14 0.05 -0.653
N -5.937 2.257 -14.166 0.06 -0.03 0.04 0.867
O -6.497 1.264 -14.579 -0.03 -0.02 -0.03 -0.527
O -6.216 3.397 -14.471 -0.02 0.06 -0.01 -0.529
H -4.681 1.015 -13.027 -0.04 -0.02 -0.02 0.313
H -3.927 2.511 -13.654 -0.02 0.09 0.03 0.283
H -5.079 2.592 -12.289 0.03 0.06 -0.02 0.240
C 4.583 -1.154 8.045 0.13 -0.13 -0.04 -0.897
N 3.294 -0.950 7.329 0.13 -0.03 -0.03 0.841
O 2.813 -1.909 6.766 -0.06 -0.04 0.32 -0.374
O 2.825 0.166 7.360 -0.06 0.02 0.08 -0.522
H 4.879 -2.189 7.929 -0.04 -0.02 -0.04 0.340
H 5.311 -0.484 7.597 -0.03 0.06 0.03 0.303
H 4.416 -0.905 9.089 0.00 0.09 -0.01 0.294
```
Positions in Å, forces in eV/Å.

Output
Total charge: -1
Energy relative to the best compared isomer or geometry (same formula, charge and spin) (kJ/mol): 0.0
E_tot (Eh): -15527.27288



Record 2
The following is a quantum chemistry calculation of an isolated molecule of C10H10N2O2S at a distorted geometry, from the OMol25 dataset.

The geometry in XYZ format:
```
25
Properties=species:S:1:pos:R:3:forces:R:3:mulliken_charge:R:1
C 2.615 -1.661 -0.122 0.13 -1.65 1.38 -0.106
C -3.154 -0.410 -0.658 0.52 1.26 0.99 -0.200
C -2.032 -0.455 -1.371 0.13 -0.99 -2.63 -0.982
C -3.097 -0.182 0.752 2.95 -1.43 -0.25 -0.858
C 0.535 -0.764 -1.167 1.41 -0.26 -0.27 -1.286
C -1.894 -0.345 1.399 -0.70 0.03 -4.35 -0.113
C -0.752 -0.605 -0.731 1.28 -0.32 -0.91 1.000
C 0.545 -0.711 1.246 1.93 -0.23 -0.91 -1.228
C 1.517 -0.707 0.031 -0.70 1.12 -2.29 1.145
C 1.092 2.081 -0.375 3.34 1.68 0.01 -1.212
N 3.368 -2.540 -0.041 -0.71 1.22 -0.44 -0.507
N -0.781 -0.596 0.640 -0.30 0.07 1.19 0.119
O 3.536 0.979 -0.909 -0.56 0.02 0.03 -0.642
O 2.773 1.269 1.455 0.01 -0.18 -0.38 -0.626
S 2.476 0.984 0.063 -0.94 0.45 0.32 1.103
H -4.037 -0.318 -1.236 -1.06 -0.03 0.05 0.416
H -2.233 -0.484 -2.491 1.21 -0.05 1.52 0.259
H -3.930 0.058 1.258 -2.73 0.65 1.83 0.511
H 0.997 -1.035 -2.138 -1.04 0.52 0.60 0.401
H -1.599 -0.259 2.362 -0.16 0.42 3.25 0.528
H 0.773 -1.677 1.755 -0.77 1.02 0.32 0.341
H 0.877 0.240 1.710 -0.77 -0.99 1.03 0.619
H 1.271 3.163 -0.366 1.12 -0.20 0.64 0.454
H 0.806 1.996 -1.342 -0.98 -1.19 -2.94 0.463
H 0.329 1.976 0.275 -2.60 -0.94 2.20 0.399
```
Positions in Å, forces in eV/Å.

Output
Structure (SMILES): CS(=O)(=O)[C@]1(C#N)C=C2C=CC=CN2C1
Energy relative to the best compared isomer or geometry (same formula, charge and spin) (kJ/mol): 293.7
E_tot (Eh): -1045.11408



Record 3
The following is a quantum chemistry calculation of an isolated molecule of C3H9N3 at a distorted geometry, from the OMol25 dataset.

The geometry in XYZ format:
```
15
Properties=species:S:1:pos:R:3:forces:R:3:mulliken_charge:R:1
C 1.848 -1.608 0.422 0.68 1.05 -2.04 -0.991
C 0.905 -0.924 -0.595 -0.58 -0.41 0.36 -0.607
N -0.423 -0.635 0.041 1.64 -0.13 -0.58 -0.302
C -0.868 0.691 0.056 -0.43 -0.32 -0.78 0.601
N 0.067 1.630 0.509 -0.57 -0.53 0.11 -0.535
N -2.031 1.068 -0.321 0.34 0.14 -0.01 -0.752
H 2.440 -0.805 0.861 -0.51 -0.29 1.20 0.213
H 2.646 -2.156 -0.115 -0.66 -0.26 0.17 0.314
H 1.184 -2.249 0.996 0.66 0.12 0.64 0.344
H 1.234 0.016 -1.050 0.54 -0.42 0.04 0.376
H 0.730 -1.636 -1.417 -0.06 0.36 0.08 0.366
H -1.025 -1.333 -0.354 -1.03 0.46 0.20 0.243
H 0.976 1.467 0.106 0.14 0.27 0.27 0.242
H -0.305 2.550 0.315 0.24 0.04 -0.06 0.285
H -2.466 0.303 -0.826 -0.41 -0.08 0.40 0.203
```
Positions in Å, forces in eV/Å.

Output
Structure (SMILES): [H]/N=C(/N)NCC
Energy relative to the best compared isomer or geometry (same formula, charge and spin) (kJ/mol): 73.3
E_tot (Eh): -283.95521



Record 4
The following is a quantum chemistry calculation of a cluster of 2 separate species, C3H7NO2 in total at a distorted geometry, from the OMol25 dataset.

The geometry in XYZ format:
```
13
Properties=species:S:1:pos:R:3:forces:R:3:mulliken_charge:R:1
C -1.900 -0.218 0.927 0.45 0.23 -1.04 -0.782
C -0.948 -0.697 1.732 -0.51 0.21 0.39 0.256
O 0.148 -1.262 1.099 0.16 -0.69 1.07 -0.518
H -1.746 -0.292 -0.198 -0.26 -0.12 1.66 0.234
H -2.776 0.352 1.218 0.23 -0.23 0.38 0.241
H -0.914 -0.673 2.882 -0.20 0.02 -1.97 0.267
H 0.428 -2.031 1.631 0.03 0.52 -0.41 0.325
C 0.697 0.516 -1.674 -1.18 1.22 -3.90 0.598
N 1.864 1.158 -1.310 -1.26 1.38 -1.71 -0.373
O 0.230 0.562 -2.870 1.30 -0.24 4.95 -0.568
H 0.209 0.111 -0.747 0.21 -0.38 -1.27 -0.137
H 2.276 1.886 -1.927 -0.34 -1.45 0.46 0.230
H 2.430 0.590 -0.762 1.38 -0.48 1.39 0.225
```
Positions in Å, forces in eV/Å.

Output
Structure (SMILES): C=CO.NC=O
Energy relative to the best compared isomer or geometry (same formula, charge and spin) (kJ/mol): 243.8
E_tot (Eh): -323.68811



Record 5
The following is a quantum chemistry calculation of a cluster of 2 separate species, C4H13N2O2 in total at a distorted geometry, from the OMol25 dataset.

The geometry in XYZ format:
```
21
Properties=species:S:1:pos:R:3:forces:R:3:mulliken_charge:R:1
C 1.077 0.567 -0.032 1.00 -0.36 -0.01 -0.631
O 1.057 1.052 1.238 -0.28 0.76 -0.01 -0.865
C 0.143 -0.774 -0.136 -0.86 2.06 -0.08 0.784
C -1.268 -0.267 -0.624 0.64 -0.16 1.91 -0.940
C -1.788 -0.996 -1.847 -0.59 0.30 0.27 -1.986
N -2.872 -0.328 -2.568 -0.29 -0.62 0.09 -2.012
N 0.093 -1.316 1.213 0.84 -1.35 0.41 -0.921
H 2.175 0.369 -0.262 -0.66 -0.47 -0.46 0.272
H 0.743 1.297 -0.836 0.07 -0.60 0.55 0.216
H 0.561 -1.477 -0.876 -0.12 0.00 0.27 0.307
H -1.898 -0.301 0.337 0.21 -0.12 -1.75 -0.127
H -1.157 0.798 -0.838 -0.24 -0.09 -0.16 0.194
H -0.999 -1.123 -2.565 0.72 -0.07 -0.20 0.620
H -2.077 -2.012 -1.560 -0.16 0.03 -0.19 0.183
H -2.665 0.653 -2.702 0.31 0.32 -0.14 1.183
H -3.685 -0.328 -1.964 -0.61 -0.06 0.15 1.246
H 0.726 -0.704 1.728 -0.20 0.21 0.32 0.360
H -0.778 -1.346 1.751 0.19 0.36 -1.07 0.232
H 3.345 0.847 2.694 -0.12 -0.01 -0.07 0.254
H 2.334 1.630 1.799 -0.12 -0.52 0.23 0.405
O 3.202 1.739 2.368 0.26 0.37 -0.05 -0.775
```
Positions in Å, forces in eV/Å.

Output
Total charge: -2
Spin multiplicity: 2
Energy relative to the best compared isomer or geometry (same formula, charge and spin) (kJ/mol): 28.6
E_tot (Eh): -420.03659